# 1
C49H48Cl4InN9O2P2S2 | the ωB97M-V functional and the def2-TZVPD basis

ORCA input file:
```
! RIJCOSX wB97M-V def2-TZVPD def2/J DEFGRID3
* xyz 0 1
H 1.028 -3.433 4.786
H -1.821 -3.508 -0.302
C 3.272 -3.675 -0.567
H 0.147 -1.408 -2.478
C 2.009 -6.086 -6.421
H 3.277 -0.465 -1.668
H -0.796 -2.121 -0.648
C 2.524 5.782 1.900
H -1.785 -4.559 1.768
Cl 4.026 6.525 1.333
H 4.901 1.902 3.701
C 1.972 -3.642 -6.595
C 3.557 -1.510 -1.594
O -0.058 2.838 -1.654
H -0.966 -4.737 4.081
C -0.260 -3.204 1.135
N 2.104 -7.121 -6.909
C -1.311 3.585 -4.134
C -2.369 4.587 4.044
C -1.730 4.157 -5.337
N -3.667 -2.050 2.662
H -5.536 -2.488 1.866
C 2.282 0.103 -4.365
C 0.712 1.001 1.942
H -2.991 0.005 5.263
H -2.620 7.231 -4.225
H 5.011 -1.341 -3.153
Cl -2.005 0.414 -0.772
H -5.111 1.630 2.205
C 1.673 -2.301 -4.632
C -0.982 3.758 -1.648
H 2.188 -2.009 3.160
C 1.703 -4.686 -4.435
H 2.111 -3.730 -7.664
S -2.724 5.523 1.524
N 1.570 -1.031 -4.026
H 2.492 2.333 3.422
C 2.915 -2.319 -0.652
C 4.885 -3.339 -2.362
H -0.548 2.044 -3.308
H -6.595 -1.312 3.682
H 0.401 1.783 2.625
C -2.733 5.862 3.306
N -1.582 4.220 -0.593
Cl 2.665 5.349 3.607
H -1.724 -1.428 3.132
H 1.609 -4.709 0.383
C 1.854 -2.397 -6.007
H -4.272 1.159 4.928
In -0.045 1.570 0.022
N -4.749 -0.833 4.500
H -4.334 0.770 0.883
H -2.511 5.885 -6.309
H -1.680 3.552 -6.231
C -1.860 5.641 -3.009
H 4.529 -5.199 -1.378
C -2.260 6.212 -4.200
H 2.249 2.069 -3.387
C -3.776 0.262 4.545
C 4.535 -2.000 -2.439
H 2.965 -4.411 1.442
C -0.795 -3.143 -0.267
C 1.891 -4.790 -5.809
C 1.926 1.045 -3.454
H 2.973 0.115 -5.186
H 3.081 -5.657 0.200
H 5.960 -0.007 2.518
N -5.456 -0.436 2.183
C 0.828 -0.712 -2.934
C -4.796 -1.684 1.807
C 2.168 0.709 2.071
H 4.594 -1.448 1.065
N 2.061 3.618 0.516
H -3.178 3.856 4.003
C 2.958 1.507 2.899
C 2.695 -4.661 0.415
C -4.576 0.710 1.946
S -0.914 3.904 3.224
H -0.201 -3.764 -0.946
H -4.446 -1.601 0.776
N -1.075 3.657 0.577
O -0.888 2.308 -4.184
C -2.558 -1.109 2.498
C 2.285 4.567 1.115
H -3.734 6.199 3.571
P -2.986 0.651 2.905
H -2.107 4.776 5.084
C -2.194 5.456 -5.367
C -5.846 -0.521 3.585
C 4.132 -0.614 1.581
N 1.013 0.525 -2.567
C 4.255 -4.153 -1.438
H -2.020 6.654 3.535
C 4.905 0.196 2.395
C -1.516 4.250 1.617
C -0.444 -4.109 3.372
P 1.690 -1.357 0.328
Cl 1.151 6.867 1.648
H -6.301 0.425 3.886
H -4.862 -2.875 4.148
C 2.773 -0.369 1.410
H 0.113 0.114 2.164
H 1.879 -1.502 -6.613
H -1.911 6.200 -2.085
C -0.896 -4.018 2.066
C -4.123 -2.074 4.048
C 1.603 -3.441 -3.843
H -2.209 -1.141 1.464
H 1.656 -5.581 -3.829
H 5.641 -3.749 -3.018
C 1.320 -2.574 2.847
H -3.273 -2.302 4.697
C -1.377 4.333 -2.953
C 0.666 -3.378 3.768
C 0.877 -2.483 1.527
H 1.515 -3.350 -2.770
C 4.311 1.263 3.058
*
```

Values from the calculation:
ΔE to the lowest compared entry with this formula, charge and spin in kcal/mol: 0.00
HOMO-LUMO gap in Eh: 0.2885

Atom charges from the Löwdin analysis, given in e for atoms 1 to 99: 0.103 0.087 -0.254 0.113 -0.183 0.094 0.002 -1.603 0.114 0.635 0.102 -0.014 -0.132 -0.194 0.105 -0.314 0.158 -0.255 -0.512 -0.014 -0.141 0.124 -0.044 -0.246 0.082 0.096 0.106 0.120 0.084 -0.176 -0.435 0.106 -0.005 0.123 0.944 -0.008 0.085 -0.321 -0.076 0.055 0.124 -0.019 -0.525 0.040 0.625 0.079 0.065 0.008 0.076 0.549 -0.155 0.048 0.101 0.115 -0.030 0.109 -0.095 0.118 -0.348 -0.078 0.088 -0.063 -0.229 -0.121 0.121 0.078 0.101 -0.152 -0.173 -0.190 -0.335 0.106 0.244 0.065 -0.064 -0.031 -0.343 0.884 0.076 0.125 -0.128 0.059 -0.367 -0.358 0.078 1.014 0.082 -0.087 -0.203 -0.078 0.038 -0.057 0.071 -0.081 -0.915 -0.079 1.130 0.644 0.123


# 2
C16H18NS2 | the ωB97M-V functional and the def2-TZVPD basis

ORCA input file:
```
! RIJCOSX wB97M-V def2-TZVPD def2/J DEFGRID3
* xyz 1 1
C -2.608 0.626 0.143
S 0.401 -1.129 -1.611
H 2.748 -0.283 -2.178
H 5.831 1.687 0.111
C -0.663 -2.767 1.097
C -1.780 1.778 0.107
H 4.763 0.879 2.222
H -2.119 -0.355 0.173
H 4.840 1.046 -2.093
H -4.250 4.150 0.102
C -3.996 0.741 0.144
C -2.399 3.059 0.094
H -1.205 -4.261 -0.295
H -5.679 2.100 0.124
C 1.100 -0.846 -0.071
C -3.788 3.161 0.104
N -0.431 1.658 0.091
C 3.148 0.041 -1.214
H -1.701 -2.443 1.255
C 4.915 1.095 0.071
H 0.004 0.741 0.117
H 0.529 -3.854 -0.335
C 4.305 0.659 1.256
C 3.104 -0.051 1.210
H -0.700 -3.030 -2.347
H -4.610 -0.162 0.167
C -4.592 2.010 0.125
H 0.168 2.473 0.039
H 2.665 -0.445 2.130
C 2.463 -0.290 -0.025
S 0.343 -1.277 1.411
C -0.481 -3.440 -0.244
H -1.772 -2.035 -1.313
C -0.779 -2.495 -1.392
H -1.759 3.946 0.078
H -0.363 -3.439 1.912
C 4.348 0.752 -1.164
*
```

Values from the calculation:
ΔE to the lowest compared entry with this formula, charge and spin in kcal/mol: 12.85
HOMO-LUMO gap in Eh: 0.1660

Taken from the Löwdin analysis, the atomic charges in e are: -0.058 1.087 0.092 0.123 -0.404 -0.324 0.122 0.055 0.122 0.109 -0.094 -0.035 0.136 0.102 -0.767 -0.085 0.090 -0.032 0.090 -0.024 -0.025 0.129 -0.037 -0.030 0.097 0.104 -0.101 0.114 0.093 -0.303 1.074 -0.268 0.086 -0.407 0.110 0.097 -0.038


# 3
C4H7N3O3S2 | the ωB97M-V functional and the def2-TZVPD basis

ORCA input file:
```
! RIJCOSX wB97M-V def2-TZVPD def2/J DEFGRID3
* xyz 0 1
N 0.601 0.531 -1.093
C 2.436 0.949 0.147
C -0.569 -1.973 -0.025
H -1.223 -2.920 -0.051
H -2.292 3.397 0.309
O -2.667 -0.471 -0.555
H -2.763 1.811 0.629
S -1.496 -0.538 0.285
N 1.789 0.811 -1.115
H -0.160 -1.754 -0.949
N -2.104 2.394 0.174
H 0.377 -2.027 0.508
H 2.985 -0.005 0.303
S 1.351 0.934 1.607
C -0.346 0.755 -0.212
O -0.039 3.178 -0.368
O -1.659 -0.399 1.735
H 3.116 1.810 0.173
C -0.818 2.252 -0.184
*
```

Values from the calculation:
ΔE to the lowest compared entry with this formula, charge and spin in kcal/mol: 12.94
HOMO-LUMO gap in Eh: 0.2712

Taken from the Löwdin analysis, the atomic charges in e are: -0.011 -0.589 -0.149 0.130 0.142 -0.293 0.090 0.621 0.067 0.022 0.189 0.075 0.073 0.699 -0.355 0.061 -0.334 0.084 -0.524